# C6H23ClNO6

6 unconnected molecules or ions with the total composition C6H23ClNO6 (ωB97M-V/def2-TZVPD, OMol25).

Values from the calculation:
E_HOMO = -0.1504 Ha
DFT total energy = -1208.76378 Ha
Charge = -1
Max |F| = 2.9 eV/A

Cartesian coordinates (Å):
1 Cl -1.779 2.197 -4.034
2 C 5.898 -3.175 0.267
3 O 4.565 -2.763 0.681
4 C 4.599 -2.005 1.845
5 C 3.222 -1.774 2.293
6 N 2.738 -0.564 1.667
7 C 1.314 -0.404 1.993
8 C 0.939 -0.008 3.382
9 O -0.501 -0.253 3.441
10 C -1.332 0.610 4.292
11 H 6.551 -3.194 1.139
12 H 6.346 -2.649 -0.575
13 H 5.948 -4.215 -0.055
14 H 5.112 -1.045 1.901
15 H 4.956 -2.714 2.592
16 H 3.207 -1.540 3.357
17 H 2.509 -2.568 2.073
18 H 2.745 -0.754 0.675
19 H 0.777 -1.273 1.612
20 H 0.963 0.263 1.206
21 H 1.213 1.038 3.518
22 H 1.408 -0.615 4.156
23 H -0.843 0.832 5.240
24 H -2.277 0.174 4.614
25 H -1.415 1.624 3.900
26 O -3.936 0.410 -8.350
27 H -3.397 0.449 -7.560
28 H -4.427 -0.407 -8.266
29 O -4.978 5.057 -6.161
30 H -5.377 5.151 -5.296
31 H -4.202 4.518 -6.009
32 O -3.887 3.103 0.574
33 H -3.753 2.839 -0.336
34 H -3.117 2.772 1.036
35 O -6.780 0.504 -3.878
36 H -7.172 0.013 -3.156
37 H -5.838 0.366 -3.778

These are the Mulliken partial charges, in e, on atoms 1 to 2: -0.985 -0.755